# 1
Entry from the OMol25 dataset: an isolated ion of composition C10H12NO2 and charge +1 at a distorted geometry (the ωB97M-V functional and the def2-TZVPD basis).

```
25
Properties=species:S:1:pos:R:3:forces:R:3
C 1.616189 1.632640 1.006932 4.4 -2.1 4.0
C 0.952583 2.496073 0.254644 -5.1 2.0 -3.6
C 1.197855 0.322625 1.626218 0.8 0.5 -0.9
C -0.533875 -1.606113 -1.697940 1.5 -1.6 2.4
C -1.155119 -0.280744 -1.350846 -1.3 -1.2 2.7
C -0.021966 -1.910936 0.845455 -1.3 -0.1 1.8
C -0.421549 2.240756 -0.138827 1.7 3.6 -0.2
C 0.447028 -2.172052 -0.578786 -1.9 2.0 0.1
C 0.455086 -0.460601 0.568534 -0.8 -1.2 0.0
C -0.579467 0.356956 -0.162167 1.2 -3.3 1.0
N -1.223620 1.360731 0.689406 1.2 -1.4 1.8
O 1.612792 -0.142822 2.675442 -0.4 0.6 -0.8
O 1.323446 -1.014826 -0.450866 1.0 0.6 0.2
H 2.705837 1.913314 1.229150 -1.7 -0.4 0.0
H 1.438069 3.379202 -0.169197 -0.2 -0.5 -0.2
H -1.219185 -2.326004 -2.042649 -1.0 -0.8 -0.4
H 0.216385 -1.465237 -2.398768 0.9 0.4 -2.1
H -1.086649 0.302540 -2.163333 0.3 2.5 -3.1
H -2.222499 -0.355011 -1.175069 -0.6 -0.3 0.0
H -1.088768 -2.025247 1.222778 1.1 -0.1 -0.9
H 0.628484 -2.367668 1.623225 -0.2 0.3 -0.6
H -0.988634 2.603137 -1.053160 1.0 0.0 1.6
H 0.961171 -3.085054 -0.778061 0.2 -0.5 -0.5
H -0.752669 1.201526 1.686237 -1.5 0.8 -2.0
H -2.260923 1.402815 0.731647 0.8 0.3 -0.2
```
Forces are in eV/Å.

Properties
Multiplicity   3
Energy relative to the best compared isomer or geometry (same formula, charge and spin)   3.405 eV
Lowest unoccupied orbital energy (spin up / spin down)   -3.942 / -7.108 eV
Charge   +1
Electronic energy   -592.9589 Ha
<S²>   2.0167

***

# 2
Entry from the OMol25 dataset: an isolated ion of composition C10H12NO2S2 and charge +1 at a distorted geometry (the ωB97M-V functional and the def2-TZVPD basis).

```
27
Properties=species:S:1:pos:R:3:forces:R:3
C 1.885763 -1.804847 -0.160195 -0.1 -1.0 0.8
O 0.517988 -1.363569 -0.284038 -0.7 0.7 1.2
C -0.124355 -0.863922 0.784934 2.0 -2.1 0.7
C -1.193116 -0.059964 0.627272 -0.8 0.6 2.4
N -1.588945 0.413181 -0.610443 -2.5 2.3 -2.7
C -2.412175 1.582552 -0.685611 1.5 -1.8 -0.6
C -2.886520 2.097503 -1.838188 -0.2 -0.9 -1.4
C -2.620961 1.400196 -3.077015 -0.6 3.5 1.8
C -1.789100 0.336399 -3.008869 -2.0 -1.0 -1.5
C -1.417832 -0.192197 -1.793755 1.9 -0.7 0.3
O 0.426145 -1.194022 1.993056 -0.3 1.3 0.6
C 1.192075 -2.281056 2.624836 -2.4 -0.5 -2.1
S 0.715629 -3.820748 2.465294 0.1 0.5 0.2
S 2.529925 -1.794726 3.498824 0.8 0.1 0.7
C 2.641131 -0.033332 3.291639 0.1 1.3 -2.8
H 2.524153 -1.267500 0.539584 -0.2 1.2 -0.5
H 2.119634 -1.663382 -1.212254 1.2 -0.9 0.3
H 1.927902 -2.785897 0.406096 -0.2 0.4 -2.0
H -1.839948 0.392162 1.436040 1.4 -1.0 -0.7
H -2.665598 2.071446 0.185316 -0.1 0.6 2.1
H -3.536428 2.979969 -1.775916 0.4 -0.5 -0.2
H -3.020899 1.934050 -3.945578 0.3 -1.0 -0.1
H -1.834549 -0.266983 -3.919708 1.2 -0.1 0.4
H -0.787834 -1.071676 -1.792006 -0.5 -0.1 0.2
H 3.690859 0.254143 3.515081 -0.9 -0.1 0.3
H 1.861626 0.510868 3.848067 0.6 -0.2 -0.1
H 2.537857 0.223213 2.134264 0.1 -0.5 2.5
```
Forces are in eV/Å.

Properties
Structure (SMILES)   CO/C(=C\[n+]1ccccc1)OC(=S)SC
Energy relative to the best compared isomer or geometry (same formula, charge and spin)   1.245 eV
Lowest unoccupied orbital energy   -4.351 eV
Charge   +1
Electronic energy   -1389.4980 Ha